## A
Formula: C8H17ClSi
Source: the OMol25 dataset
Level of theory: ωB97M-V/def2-TZVPD

Geometry as XYZ:
```
27
Properties=species:S:1:pos:R:3
H -1.57487 -1.30682 3.09800
C 4.30849 0.08070 -0.14597
Cl 0.40169 2.40999 -3.04646
C -0.58643 1.10064 -3.44154
C -0.87047 0.05117 1.49090
C -0.81637 -0.63344 2.89703
C 4.52005 -0.76383 0.75016
H 0.69236 0.41919 -1.21344
H -1.95373 0.35203 1.44932
C -0.00933 -0.32600 -1.53259
H 4.25066 0.83257 -0.83037
H 0.75545 -2.22093 0.53937
C -0.00833 1.30961 1.27607
H -1.39732 1.53702 -4.09633
H 4.34654 -1.36060 1.55537
H 0.99675 1.09384 1.21459
H -1.45926 -2.32638 -0.22832
H -0.00089 -1.21522 3.05135
H -0.13441 1.94021 2.07034
H -0.83018 0.15362 3.60934
H -0.44389 1.87391 0.54631
Si -0.45039 -1.27378 0.11090
H 0.60535 -0.99550 -2.21192
C -1.09970 0.24601 -2.30473
H -1.79151 0.83351 -1.71188
H 0.02305 0.43605 -4.15650
H -1.78706 -0.55306 -2.68356
```

Summary:
- LUMO (eV) = 0.90
- SMILES string = CC(C)[SiH2]CCCCl.C#C
- frontier orbital gap (eV) = 10.8

Atom charges from the natural (NBO) analysis, given in e for atoms 1 to 5: 0.208, -0.216, -0.021, -0.415, -0.591



## B
Formula: C8H17ClSi
Source: the OMol25 dataset
Level of theory: ωB97M-V/def2-TZVPD

Geometry as XYZ:
```
27
Properties=species:S:1:pos:R:3
C -0.09861 -1.61851 1.60401
H -1.97952 0.55018 -2.67097
H 1.05379 0.08029 1.88045
H -1.01923 -1.90772 1.17336
C 1.63500 1.10125 -0.70557
H -0.18001 -2.31728 -1.55963
H -1.76695 -0.00760 2.22244
H 1.57747 1.26508 -1.80730
H -1.66737 -0.67243 -0.41290
H -2.21948 1.45373 -1.00732
H -0.59148 0.86662 3.08125
C 0.11511 -0.16698 1.40821
C -0.76352 -0.27564 -1.00126
H -1.29025 1.49757 1.56271
H -0.75781 -1.29156 -3.06308
H 2.82176 3.28941 -0.34080
H -0.66717 1.80899 -2.00514
Cl 2.85287 2.09262 2.20286
C -0.24672 -1.37334 -2.09153
Si 3.00886 1.91275 0.15096
C 0.26407 0.22212 -0.06485
H 4.43710 1.52685 -0.19255
H 0.71236 -1.06339 -2.42961
H 0.71890 -2.13274 1.14643
C -1.41594 0.98400 -1.68722
H -0.04856 -1.78498 2.68045
C -0.94052 0.66438 2.07779
```

Summary:
- LUMO (alpha / beta) (eV) = 0.12 / -0.02
- SMILES string = CC(C)C(=C[SiH2]Cl)C(C)C
- frontier orbital gap (alpha / beta) (eV) = 8.3 / 8.0

Atom charges from the natural (NBO) analysis, given in e for atoms 1 to 5: -0.592, 0.206, 0.224, 0.200, -0.831



Question: which arrangement is favored energetically? Ranking from most to least stable: B, A.



## A
Formula: C2H8BNO2
Source: the OMol25 dataset
Level of theory: ωB97M-V/def2-TZVPD

Geometry as XYZ:
```
14
Properties=species:S:1:pos:R:3
H -1.07640 -0.83942 -1.01382
H -0.37086 0.35580 1.46407
O -0.70958 0.69558 2.30257
H -0.11511 -1.76789 2.33982
H 1.36242 0.59123 -3.55322
H -0.14805 -0.33320 -3.16712
H -0.69352 0.34999 4.42551
O 0.11628 -1.36426 3.15338
C 0.56137 0.25238 -1.47483
B -0.44587 -0.11045 3.28935
H 1.47093 0.63518 -0.92603
H -0.20085 1.33953 -3.26718
C 0.46559 0.48450 -2.91533
N -0.21635 -0.28896 -0.65718
```

Summary:
- LUMO (eV) = 0.71
- SMILES string = [H]/N=C\C.OBO
- frontier orbital gap (eV) = 11.2

Atom charges from the natural (NBO) analysis, given in e for atoms 1 to 5: 0.341, 0.507, -0.893, 0.481, 0.243



## B
Formula: C2H8BNO2
Source: the OMol25 dataset
Level of theory: ωB97M-V/def2-TZVPD

Geometry as XYZ:
```
14
Properties=species:S:1:pos:R:3
H -1.49904 2.24362 -1.49837
H -0.99628 2.23077 0.18117
C -0.99371 0.30827 -0.62555
B 1.29082 -1.15586 0.68769
H -0.64691 -0.19204 -1.53512
O 1.86405 -2.40247 0.50425
O 0.65724 -0.73968 1.78453
H 0.67365 -1.42833 2.46955
H -2.63990 1.75654 -0.28767
H -1.55353 -0.26090 0.17247
C -1.51635 1.69918 -0.55439
N 1.40765 -0.26533 -0.50661
H 2.18500 -2.45527 -0.39363
H 1.76732 0.66151 -0.39832
```

Summary:
- LUMO (alpha / beta) (eV) = -0.31 / 0.37
- frontier orbital gap (alpha / beta) (eV) = 8.1 / 10.1

Atom charges from the natural (NBO) analysis, given in e for atoms 1 to 5: 0.214, 0.233, -0.186, 1.125, 0.221



Question: which arrangement is favored energetically? Ranking from most to least stable: A, B.



## A
Formula: C5H6BrN
Source: the OMol25 dataset
Level of theory: ωB97M-V/def2-TZVPD

Geometry as XYZ:
```
13
Properties=species:S:1:pos:R:3
H -1.55569 0.83570 -1.61881
C -1.78243 0.54867 -0.65444
H -2.43045 -0.35868 -0.45696
C 2.89544 -0.97702 1.09643
Br -1.07390 -2.28029 1.22991
C -0.09912 -0.72096 0.75561
N 2.70761 0.27168 1.01302
H -2.55189 1.28215 -0.21223
H 0.22570 1.03818 -0.24394
C -0.51223 0.33912 0.07054
C 1.64331 -0.53167 1.68070
H 1.20242 -0.55205 2.77944
H 3.50972 -1.71301 0.86046
```

Summary:
- LUMO (eV) = 0.82
- frontier orbital gap (eV) = 9.8

Atom charges from the natural (NBO) analysis, given in e for atoms 1 to 5: 0.221, -0.651, 0.224, 0.080, 0.045



## B
Formula: C5H6BrN
Source: the OMol25 dataset
Level of theory: ωB97M-V/def2-TZVPD

Geometry as XYZ:
```
13
Properties=species:S:1:pos:R:3
C -3.00551 0.29258 -0.66539
N -4.66857 2.00424 0.11492
H -3.35680 -0.27069 -1.45372
H 1.80797 0.72930 -0.73423
H -1.60488 0.90930 0.69071
C 1.86164 -0.06715 0.07377
H 2.84653 -0.42514 0.03804
C 0.83525 -1.18388 0.08271
C -4.03643 1.16958 -0.27542
Br 0.93471 -2.35172 1.66006
C -1.83363 0.20097 -0.05518
H 1.77558 0.35061 1.15986
H -0.37126 -0.80204 0.05461
```

Summary:
- LUMO (alpha / beta) (eV) = -2.03 / -0.87
- frontier orbital gap (alpha / beta) (eV) = 7.0 / 9.1

Atom charges from the natural (NBO) analysis, given in e for atoms 1 to 5: -0.414, -0.282, 0.237, 0.242, 0.175



Question: which arrangement is favored energetically? Ranking from most to least stable: A, B.



## A
Formula: C6H16O
Source: the OMol25 dataset
Level of theory: ωB97M-V/def2-TZVPD

Geometry as XYZ:
```
23
Properties=species:S:1:pos:R:3
H 3.07840 -1.55498 -0.83284
H -0.92406 0.82220 1.35729
H -0.26389 1.06429 -0.58560
H -0.19956 -2.05158 -0.84359
H -2.25371 -1.82814 0.64150
H 0.82421 0.01429 -1.75185
H 2.49915 1.05063 -0.49769
C 1.77012 0.23179 0.05784
C 2.68252 -1.06227 0.10345
O -1.35864 2.77273 -1.88509
C -0.65722 -1.09923 -0.58734
H 2.22412 -1.78553 0.76559
H -1.36522 3.78369 -1.88084
C -1.40185 -1.27291 0.83519
C 0.35092 0.07710 -0.73589
H -2.37485 2.70838 -1.61406
C -1.67182 0.09040 1.52164
H 1.58865 0.61294 1.08685
H -0.66471 -1.81358 1.43808
H 3.59856 -0.83660 0.76197
H -1.45556 0.30190 2.72059
H -1.37998 -0.78335 -1.44849
H -2.64560 0.55785 1.37330
```

Summary:
- LUMO (eV) = 0.60
- SMILES string = CCCCCC.O
- frontier orbital gap (eV) = 10.6

Atom charges from the natural (NBO) analysis, given in e for atoms 1 to 5: 0.214, 0.214, 0.230, 0.202, 0.207



## B
Formula: C6H16O
Source: the OMol25 dataset
Level of theory: ωB97M-V/def2-TZVPD

Geometry as XYZ:
```
23
Properties=species:S:1:pos:R:3
C 2.72177 -0.00885 -1.15983
C 0.52763 -1.36204 -1.11803
H 2.99845 0.93802 -0.68794
H -3.09705 2.42911 1.11781
C -2.89279 0.54989 -0.00205
H -3.38552 0.57960 -0.98215
H 1.01345 -0.40021 1.77503
H -2.06893 -0.13744 -0.29560
C 1.73794 -0.57565 0.97610
C -2.40892 1.58652 0.95559
H -1.50173 2.03875 0.51860
H 2.64034 0.38680 -2.18502
H 1.28298 -1.95899 -1.65533
C 1.35470 -0.20999 -0.46684
H 0.83986 0.73945 -0.62020
O -1.95202 1.03049 2.17323
H 3.34441 -0.88869 -1.12863
H -3.44952 -0.25989 0.45330
H 0.17198 -1.98407 -0.29818
H 2.58892 -0.00167 1.37638
H -0.02421 -1.02308 -2.00194
H 1.93762 -1.64815 0.91585
H -2.37937 0.18009 2.33984
```

Summary:
- LUMO (eV) = 0.95
- SMILES string = CC(C)C.CCO
- frontier orbital gap (eV) = 11.2

Atom charges from the natural (NBO) analysis, given in e for atoms 1 to 5: -0.615, -0.639, 0.211, 0.165, -0.683



## C
Formula: C6H16O
Source: the OMol25 dataset
Level of theory: ωB97M-V/def2-TZVPD

Geometry as XYZ:
```
23
Properties=species:S:1:pos:R:3
H 0.01858 1.83108 -1.52228
H -0.01533 -0.50053 -0.19538
H 0.60050 1.06134 2.95558
H 2.06622 0.96945 1.39651
H -5.65110 -1.16960 1.53759
C 1.42642 0.10175 1.20851
H -4.23209 -0.67668 1.34255
C 1.87929 -0.31762 -1.25068
H 2.58839 -1.10253 -0.99049
H -0.54077 1.81234 0.02721
C 1.20578 -0.71212 -2.58759
H 0.29744 -1.30958 -2.50363
C 0.31112 0.23483 2.31231
H -0.58605 0.45075 1.74050
O -5.04996 -0.85993 0.86331
H 0.18779 -0.63511 2.94901
H 0.88334 0.17305 -3.14354
H 2.05882 -0.75607 1.40791
H 1.09512 2.28791 -0.22868
H 1.94606 -1.18501 -3.23580
C 0.87801 0.13966 -0.21829
C 0.36182 1.53577 -0.52926
H 2.52229 0.51645 -1.55977
```

Summary:
- LUMO (eV) = 0.74
- SMILES string = CCC(C)CC.O
- frontier orbital gap (eV) = 11.6

Atom charges from the natural (NBO) analysis, given in e for atoms 1 to 5: 0.218, 0.192, 0.207, 0.192, 0.467



Question: which arrangement is favored energetically? Ranking from most to least stable: C, B, A.



## A
Formula: C12H42O15
Source: the OMol25 dataset
Level of theory: ωB97M-V/def2-TZVPD

Geometry as XYZ:
```
69
Properties=species:S:1:pos:R:3
H -1.69061 5.82230 0.98579
H -1.78240 -1.57962 -5.02340
O 0.65112 0.40766 -0.05427
H 1.58279 4.14106 -3.46182
O 2.31548 -3.03887 5.37834
C 1.32799 -2.16898 3.33635
H -0.23801 4.58266 0.13397
O 3.41224 0.04184 0.31322
H 0.64928 1.55478 1.26955
H -3.71465 3.89515 0.18971
O -1.19498 0.43251 -2.37571
C -0.85595 -0.19043 -3.60155
H -1.36968 2.36015 -0.32781
H -1.82860 -1.76491 -2.18391
C -1.96043 -1.17802 -4.02813
O 4.09462 3.51641 -1.84749
H 0.38664 0.48333 -0.97981
O 0.14819 -2.24314 0.30627
C 3.03307 2.68235 -1.38287
H -2.88523 -1.06887 -0.31023
O -2.05381 -1.11723 2.91832
H 0.35171 -0.49300 0.19647
H -1.69635 0.02296 1.23891
H 2.77558 -1.23008 4.79804
H 1.07732 -1.41891 5.35981
H -3.12017 -3.39887 0.42359
C 1.70202 3.32966 -1.72781
H 1.65050 4.37532 -1.42489
H 2.47614 0.30415 0.20560
H 0.11565 -0.66769 -3.52415
H 4.01317 3.63368 -2.80000
H 2.04661 -2.74568 0.36611
H 1.10089 -1.29215 2.73054
H 0.41581 -3.86492 3.32905
H 0.91603 2.77129 -1.20863
H -4.16652 -1.53786 0.74756
H 3.19362 2.64824 -0.30593
H -0.74608 -2.60813 0.49589
H -3.24357 0.25381 2.02617
C -1.23318 4.45918 -0.30754
H -0.82124 0.57795 -4.38385
C 1.87148 -1.83118 4.72978
H 1.66941 -3.73980 5.24333
H -2.10304 0.74864 -2.31490
H -1.30623 -1.70042 2.72320
H 3.11181 1.65702 -1.74788
H 0.97155 -4.10127 0.83212
H -1.77514 3.08214 1.23278
O -2.48250 -2.77169 0.77317
O 0.01277 -4.50195 -1.66535
O -2.00302 -2.20376 -3.02629
H 3.64341 -0.37623 -0.52193
H -0.97204 4.49021 -1.36675
H 2.14971 -2.72015 2.87089
C -3.07597 -1.47338 0.69124
O 0.59295 2.16191 2.03310
H -2.92875 -0.66276 -4.04192
O -3.26569 3.13811 -0.19896
H -0.65060 -3.94520 -2.08609
H 2.07037 -4.29375 -1.48268
C -2.51502 -0.50126 1.74138
C 1.14786 -3.72912 -1.31295
C -1.88931 3.18957 0.15308
H 1.21909 -2.90884 -2.03374
O -1.97553 5.62689 0.08799
O 1.46349 3.24178 -3.14441
C 1.12141 -3.27934 0.13271
O 0.13576 -2.94994 3.42297
H 0.92676 1.66468 2.78664
```

Summary:
- LUMO (eV) = 0.30
- SMILES string = OCCO.OCCO.OCCO.OCCO.OCCO.OCCO.O.O.O
- frontier orbital gap (eV) = 10.4

Atom charges from the natural (NBO) analysis, given in e for atoms 1 to 5: 0.469, 0.195, -1.012, 0.469, -0.726



## B
Formula: C12H42O15
Source: the OMol25 dataset
Level of theory: ωB97M-V/def2-TZVPD

Geometry as XYZ:
```
69
Properties=species:S:1:pos:R:3
C -1.63164 -1.67336 -3.74480
H 2.17536 -1.39236 0.86720
H -1.96664 -1.77236 3.08220
H -4.12364 1.74364 0.76520
H -1.68564 -4.53436 3.03420
H 1.49836 -2.85836 0.25620
H -0.90464 -1.51936 0.21220
O -2.81464 -2.16336 1.05220
H 3.28136 0.75864 -3.98380
H -1.43564 -1.93736 -1.90480
O -0.02764 2.65464 0.27320
C 3.06136 1.75864 -3.65680
H 3.44736 1.50564 -0.86180
H -0.62464 -2.03936 -3.77480
O 2.80636 2.43864 -4.82380
H 5.23836 1.20664 1.36220
H 0.85136 1.62364 -3.25980
H 3.93736 2.19664 -3.24480
H -1.21364 0.51864 -3.57980
O 1.84536 1.30864 -1.52480
H -2.59264 -1.28836 1.26120
C 1.78436 1.95264 -2.78080
H 3.99036 1.72364 3.50720
O -2.57664 0.53464 1.41520
H 1.71436 3.01364 -2.58280
H -2.61564 2.44964 0.55220
O -1.48764 -1.07636 4.91520
H 2.40336 2.33764 1.33120
C -2.96464 0.83664 -0.89180
H 3.67236 0.33164 0.93820
H 3.78336 3.33064 1.90920
C 3.38436 2.33264 1.83220
O -1.40764 -0.16936 -5.55280
H 1.06536 1.46164 -1.07280
H 1.22736 -0.61436 -1.33180
H -0.01164 -0.02236 0.45020
H -2.65664 2.40264 -2.12480
O 1.11236 0.09364 3.70220
H -2.12564 -2.28236 -4.52180
O -2.17464 -1.82036 -2.47080
H 1.84536 0.50864 3.22220
H -3.47064 -0.11036 -0.99480
O 4.29136 1.66764 -0.42480
O 0.92536 -2.20936 2.07820
C 1.23836 -1.88936 0.79620
O -3.41064 1.87764 -1.79380
H 1.88636 2.30064 -5.15480
C -1.74964 -0.22736 -4.21880
H 0.15036 -2.95236 4.16620
H -0.22364 2.25464 1.15820
O -1.08164 -3.83936 2.81320
C 0.11636 -1.01536 0.12820
O 0.38036 -1.03836 -1.23580
H -0.56164 3.41164 0.02720
C -3.07464 1.45264 0.52720
H -2.25464 -0.23436 -6.03480
H -2.03964 -0.26136 4.77020
H 0.79636 -0.67136 3.23720
H -2.79264 0.14864 -4.20980
C -1.98564 -2.12436 4.13220
H -2.31864 -2.71636 1.62220
H -3.01364 -2.36336 4.45320
C 4.16336 1.36264 0.97320
H 0.30936 -2.88436 1.89220
H -1.16664 -3.86936 4.94720
H -1.96464 0.63564 -1.20880
H -2.50364 1.07864 2.22120
C -0.94864 -3.26636 4.08320
O 3.21936 1.62264 2.99820
```

Summary:
- LUMO (eV) = -0.12
- SMILES string = OCCO.OCCO.OCCO.OCCO.OCCO.OCCO.O.O.O
- frontier orbital gap (eV) = 9.6

Atom charges from the natural (NBO) analysis, given in e for atoms 1 to 5: -0.082, 0.169, 0.150, 0.163, 0.487



Question: which arrangement is favored energetically? Ranking from most to least stable: A, B.